# C16H21F9FeN4OSb

C16H21F9FeN4OSb as an isolated structure (the ωB97M-V functional and the def2-TZVPD basis, the Open Molecules 2025 dataset).

total charge	+2
orbital gap (alpha / beta)	9.07 / 6.08	eV
expectation value of S²	8.766
2S+1	6
highest occupied orbital energy (alpha / beta)	-15.0 / -15.0	eV

Atoms and positions in Å:
Fe  0.27345  -0.47882  -1.04096
N  0.43320  -3.82986  -3.34463
C  -0.86881  -4.12166  -2.99887
C  -1.24735  -3.17064  -2.10647
N  -0.19314  -2.30685  -1.90427
C  0.80362  -2.73594  -2.66549
C  2.04172  -1.96753  -2.67229
N  2.12224  -0.90486  -1.88252
C  3.35009  -0.32661  -2.11975
C  4.00694  -1.06180  -3.05327
N  3.16237  -2.09682  -3.39424
H  0.99339  -4.37184  -3.98405
H  -1.39675  -4.96315  -3.41200
H  -2.19544  -3.04929  -1.61212
H  3.67390  0.56679  -1.61534
H  4.97851  -0.94421  -3.49982
H  3.37126  -2.80848  -4.07707
C  -0.05523  -0.70638  5.13358
C  1.14755  -0.51283  4.21209
Sb  0.52614  0.24394  2.30928
C  -1.48949  -0.42602  2.04442
C  -1.59334  -1.91826  1.74707
C  0.53641  2.37522  2.40676
C  -0.27489  2.81094  3.62682
H  0.30851  -1.04290  6.10562
H  -0.73958  -1.46921  4.76428
H  -0.61456  0.21439  5.29657
H  1.69209  -1.44017  4.04472
H  1.85337  0.22918  4.58567
H  -1.91305  0.19637  1.25855
H  -1.97114  -0.15989  2.98794
H  -1.05258  -2.20391  0.83886
H  -2.63926  -2.19108  1.60331
H  -1.20370  -2.53349  2.55788
H  0.10610  2.70372  1.46495
H  1.57750  2.68853  2.45941
H  -1.30696  2.46012  3.58996
H  -0.30954  3.90221  3.63872
H  0.17809  2.49343  4.56569
F  1.06448  2.61722  -2.58391
C  0.08228  3.16108  -1.84278
F  0.63899  3.56395  -0.69691
F  -0.40284  4.21528  -2.47518
C  -1.00048  2.07362  -1.57150
O  -0.48208  1.15223  -0.69320
C  -2.27114  2.69874  -0.92891
F  -3.04018  1.72996  -0.41657
F  -2.97838  3.38267  -1.81799
F  -1.92985  3.50962  0.07752
C  -1.37938  1.38727  -2.92807
F  -0.41140  0.44585  -3.20046
F  -2.52239  0.71468  -2.82959
F  -1.43929  2.20549  -3.95143

Mulliken population analysis, charges in e, atoms 1 to 8: Fe 0.1227; N -0.1093; C -0.6080; C -0.3391; N 0.2736; C 0.2138; C 0.3708; N 0.1537

***

# C16H21InN2O11

C16H21InN2O11 as an isolated structure (the ωB97M-V functional and the def2-TZVPD basis, the Open Molecules 2025 dataset).

total charge	-2
orbital gap	1.83	eV
highest occupied orbital energy	-1.4	eV

Atoms and positions in Å:
In  -1.08356  1.88906  1.17488
C  -2.10356  4.24523  -1.07532
O  -0.98181  3.73338  -1.40478
O  -2.39891  5.36746  -1.55021
O  -2.85666  3.58705  -0.29370
N  1.83444  2.71879  -1.15800
O  1.27229  2.08500  -0.19467
O  2.26834  2.05568  -2.13456
O  1.98440  3.93124  -1.08701
C  1.98743  -0.28641  3.60897
C  2.75324  -1.03804  4.53287
C  3.36685  -0.32960  5.71760
O  3.92268  -0.99521  6.60239
C  3.08312  1.04281  5.92297
C  2.43509  1.84427  4.93005
C  1.83537  1.12519  3.67971
O  1.12675  1.79797  2.93748
O  2.12889  3.01443  5.09299
O  2.82115  -2.26331  4.45000
H  1.49723  -0.85369  2.82968
H  3.37744  1.58272  6.81219
C  -3.15978  0.30256  -1.09805
C  -2.14125  -0.65715  -1.72985
C  -1.45048  0.17233  -2.84135
C  -0.28802  -0.58100  -3.44865
C  0.74187  -0.96347  -2.40895
C  0.20148  -1.56247  -1.08894
N  -1.06311  -0.90144  -0.78861
O  -1.52723  -1.27987  0.49045
C  0.00850  -3.06481  -1.37169
C  1.22884  -1.35933  -0.02425
C  -2.91012  -1.82702  -2.37913
H  -4.19921  -0.02250  -1.26861
H  -3.14073  1.30298  -1.52666
H  -3.16215  0.36633  -0.01036
H  -2.15252  0.51044  -3.61011
H  -1.10728  1.09310  -2.35972
H  0.17370  0.03828  -4.22394
H  -0.66151  -1.45239  -4.01036
H  1.25724  -0.04324  -2.10955
H  1.53102  -1.54530  -2.89276
H  -0.50984  -3.32934  -2.29523
H  0.96610  -3.58783  -1.48469
H  -0.49706  -3.61948  -0.56549
H  0.97742  -1.75994  0.95911
H  2.22647  -1.65287  -0.35443
H  1.39631  -0.29808  0.21147
H  -3.53866  -2.30557  -1.62694
H  -2.22242  -2.57865  -2.76813
H  -3.42791  -1.44235  -3.25415
H  -1.81986  -2.20591  0.48604

Mulliken population analysis, charges in e, atoms 1 to 8: In 0.9859; C 0.7887; O -0.4383; O -0.6378; O -0.5727; N 0.8522; O -0.4171; O -0.7007

***

# C16H21N3O2S

One molecule with the formula C16H21N3O2S (the ωB97M-V functional and the def2-TZVPD basis, the Open Molecules 2025 dataset).

SMILES string	Cc1cc(=O)[nH]c(SCC(=O)NCC2CCCCC2)c1C#N
orbital gap	8.77	eV
highest occupied orbital energy	-8.4	eV

Atoms and positions in Å:
C  -3.09366  -2.99755  1.94316
C  -3.74623  -2.17567  0.87946
C  -4.98348  -1.64441  1.03717
C  -5.62146  -0.84967  0.02297
O  -6.72720  -0.35435  0.06275
N  -4.82513  -0.65496  -1.11658
C  -3.59331  -1.15755  -1.31348
S  -2.91810  -0.73857  -2.88446
C  -1.12292  -0.65639  -2.61897
C  -0.79194  0.02351  -1.28902
O  -1.58518  0.72283  -0.69834
N  0.45896  -0.22610  -0.87307
C  0.98676  0.30145  0.36579
C  2.12455  1.30475  0.14039
C  2.51004  1.95625  1.46950
C  3.63835  2.96475  1.27534
C  4.85679  2.29008  0.65402
C  4.48042  1.64473  -0.67527
C  3.35136  0.63557  -0.48227
C  -3.02624  -1.95991  -0.34475
C  -1.77847  -2.57842  -0.49959
N  -0.76342  -3.10922  -0.60160
H  -2.15903  -2.53211  2.25558
H  -2.85214  -3.98954  1.56205
H  -3.74551  -3.09755  2.80636
H  -5.54175  -1.79502  1.94747
H  -5.22420  -0.05587  -1.83132
H  -0.76041  -0.03678  -3.44175
H  -0.68658  -1.65134  -2.69307
H  1.03337  -0.88073  -1.37857
H  1.33732  -0.53033  0.98501
H  0.15363  0.79525  0.87157
H  1.76188  2.08223  -0.54076
H  1.63913  2.45325  1.90096
H  2.83350  1.18064  2.16781
H  3.90604  3.40721  2.23666
H  3.29619  3.76917  0.62054
H  5.65130  3.02264  0.50032
H  5.23434  1.52417  1.33523
H  5.35004  1.14610  -1.10817
H  4.15677  2.41948  -1.37423
H  3.09226  0.19675  -1.44857
H  3.69333  -0.16880  0.17368

Mulliken population analysis, charges in e, atoms 1 to 8: C -1.6126; C 1.2629; C -0.7269; C 0.0121; O -0.6660; N -0.0995; C 0.0330; S -0.2896

***

Largest force on an atom readings, ordered: 0.44 2.63 1.11 eV/Å
Energy above the lowest of the compared OMol25 structures with the same formula, charge and spin readings, ordered: 0.00 0.00 21.99 kJ/mol